(1)
Entry from the Open Molecules 2025 dataset: C22H52BBrNO13P2S as an isolated structure at a distorted geometry (the ωB97M-V functional and the def2-TZVPD basis).

ORCA input file:
```
! wB97M-V def2-TZVPD RIJCOSX def2/J DEFGRID3
* xyz 1 1
C 6.70 -1.40 -3.63
C 5.68 -0.88 -2.60
C 4.56 -1.87 -2.31
C 3.52 -1.29 -1.31
C 2.34 -0.82 -2.14
N 1.38 0.20 -1.55
C 2.12 1.51 -1.58
C 0.93 -0.02 -0.12
S 2.22 0.53 1.08
Br 0.64 -1.92 0.31
C -0.40 0.73 0.22
O -0.78 1.77 -0.64
C -0.71 1.56 -2.03
C -2.10 1.59 -2.66
C -2.69 3.02 -2.54
C -3.45 3.26 -1.25
O -4.39 4.30 -1.52
C -4.63 5.09 -0.37
C 0.15 0.37 -2.49
O 0.57 0.58 -3.79
B -0.80 -0.97 -2.64
O -0.62 -1.78 -3.74
O -1.68 -1.28 -1.67
C -2.93 -1.90 -2.02
C -3.98 -1.52 -0.99
H 6.76 -2.49 -3.61
H 6.45 -1.08 -4.64
H 7.68 -1.00 -3.40
H 6.21 -0.63 -1.68
H 5.27 0.06 -2.98
H 4.08 -2.14 -3.26
H 5.00 -2.77 -1.88
H 4.03 -0.50 -0.76
H 3.26 -2.10 -0.64
H 2.76 -0.32 -3.01
H 1.80 -1.69 -2.53
H 1.64 2.26 -0.96
H 3.14 1.37 -1.25
H 2.18 1.87 -2.61
H 1.55 0.11 2.16
H -0.31 1.16 1.21
H -1.20 -0.01 0.29
H -0.21 2.46 -2.44
H -2.05 1.36 -3.72
H -2.78 0.94 -2.10
H -3.41 3.12 -3.35
H -1.93 3.78 -2.72
H -4.02 2.37 -0.95
H -2.78 3.60 -0.46
H -5.58 5.61 -0.53
H -3.87 5.86 -0.22
H -4.72 4.49 0.54
H 0.67 1.53 -3.97
H -1.19 -1.59 -4.48
H -2.84 -2.98 -2.11
H -3.25 -1.51 -2.99
H -4.19 -0.45 -1.01
H -4.90 -2.04 -1.25
H -3.68 -1.79 0.02
C -2.49 7.62 4.87
O -3.04 6.30 4.66
P -2.39 5.35 3.56
O -2.79 5.70 2.20
O -3.14 4.01 4.07
C -3.44 3.75 5.44
O -0.91 4.78 3.55
C -0.29 4.36 4.77
H -3.09 8.10 5.64
H -1.46 7.56 5.22
H -2.54 8.20 3.95
H -4.49 3.98 5.64
H -2.82 4.32 6.12
H -3.27 2.69 5.62
H -0.59 3.34 5.01
H -0.54 5.01 5.61
H 0.79 4.39 4.62
C 3.69 -6.98 0.53
O 2.52 -7.63 1.06
P 1.90 -7.10 2.43
O 2.65 -7.51 3.60
O 0.49 -7.87 2.31
C -0.16 -8.13 1.07
O 1.38 -5.61 2.62
C 0.62 -4.95 1.61
H 3.96 -7.50 -0.38
H 3.48 -5.93 0.29
H 4.51 -7.03 1.25
H 0.03 -9.16 0.77
H 0.18 -7.47 0.27
H -1.23 -7.99 1.21
H -0.43 -5.23 1.69
H 0.98 -5.19 0.60
H 0.72 -3.88 1.78
*
```

Properties
orbital gap = 8.83 eV
F_max = 4.284 eV Å⁻¹
highest occupied orbital energy = -11.28 eV
E_LUMO = -0.0900 hartree

Mulliken population analysis, charges in e, atoms 1 to 6: atom 1 (C): -1.3270, atom 2 (C): -0.2244, atom 3 (C): -1.0888, atom 4 (C): -0.1615, atom 5 (C): -1.0864, atom 6 (N): 0.8494

(2)
Entry from the Open Molecules 2025 dataset: a 16-piece molecular cluster, C32H52F8N4O32 overall at a distorted geometry (the ωB97M-V functional and the def2-TZVPD basis).

ORCA input file:
```
! wB97M-V def2-TZVPD RIJCOSX def2/J DEFGRID3
* xyz 0 1
N 13.89 5.79 -17.73
H 14.72 5.59 -17.18
H 14.33 6.34 -18.45
H 13.31 6.37 -17.15
H 13.63 4.85 -18.01
N 15.46 3.18 -20.72
H 15.10 2.57 -21.43
H 15.11 4.12 -20.91
H 16.44 3.21 -20.48
H 14.97 3.04 -19.84
N 17.60 5.96 -19.19
H 17.80 5.14 -19.75
H 18.34 6.62 -19.07
H 17.22 5.80 -18.26
H 16.74 6.26 -19.64
N 16.91 2.29 -16.98
H 17.41 1.45 -16.74
H 17.26 2.67 -17.85
H 17.05 3.00 -16.28
H 15.91 2.21 -17.08
C 14.51 7.92 -22.02
C 15.08 6.98 -20.96
O 14.98 7.25 -19.75
O 15.57 5.87 -21.31
H 15.19 7.96 -22.87
H 14.34 8.87 -21.50
H 13.63 7.38 -22.36
C 12.52 1.33 -17.94
C 13.16 2.69 -18.41
O 12.72 3.38 -19.32
O 14.21 3.06 -17.83
H 13.20 0.51 -18.17
H 11.54 1.07 -18.35
H 12.51 1.33 -16.85
C 19.71 1.93 -20.09
C 18.64 3.05 -20.20
O 17.81 3.09 -19.27
O 18.67 4.04 -20.95
H 19.57 1.31 -19.21
H 20.68 2.43 -20.02
H 19.70 1.27 -20.95
C 17.11 6.63 -14.58
C 16.92 5.46 -15.51
O 17.44 4.36 -15.31
O 16.40 5.74 -16.62
H 16.22 7.25 -14.60
H 17.98 7.19 -14.93
H 17.22 6.42 -13.51
C 8.37 2.05 -18.75
C 7.01 1.82 -19.40
O 7.19 0.60 -20.11
C 8.52 0.50 -20.38
O 9.02 -0.35 -21.05
O 9.18 1.43 -19.70
F 6.72 2.75 -20.43
H 8.45 1.45 -17.85
H 8.54 3.12 -18.61
H 6.14 1.95 -18.76
C 16.23 -2.91 -19.44
C 17.58 -2.33 -19.66
O 17.34 -0.96 -19.88
C 16.20 -0.71 -19.24
O 15.83 0.42 -18.98
O 15.52 -1.82 -18.96
F 18.13 -2.77 -20.79
H 16.19 -3.83 -18.87
H 15.78 -3.14 -20.41
H 18.29 -2.50 -18.85
C 13.70 -1.28 -15.83
C 13.60 -1.46 -14.36
O 14.45 -0.45 -13.76
C 14.95 0.35 -14.74
O 15.83 1.17 -14.66
O 14.53 -0.12 -15.89
F 13.88 -2.70 -13.93
H 12.76 -1.12 -16.36
H 14.09 -2.16 -16.33
H 12.56 -1.25 -14.10
C 8.58 -1.85 -17.92
C 9.47 -2.52 -16.86
O 9.21 -1.77 -15.64
C 8.47 -0.63 -15.92
O 8.15 0.25 -15.14
O 7.93 -0.78 -17.18
F 10.74 -2.36 -17.23
H 7.90 -2.70 -18.03
H 9.03 -1.53 -18.85
H 9.23 -3.58 -16.79
C 8.77 6.06 -18.30
C 10.14 6.44 -17.84
O 9.98 7.75 -17.44
C 8.69 8.16 -17.56
O 8.21 9.28 -17.26
O 7.96 7.16 -18.11
F 11.06 6.44 -18.82
H 8.25 5.34 -17.67
H 8.69 5.68 -19.32
H 10.47 5.83 -16.99
C 11.60 -2.05 -20.57
C 12.72 -2.66 -21.42
O 13.22 -1.46 -22.03
C 12.83 -0.37 -21.41
O 13.31 0.72 -21.69
O 12.06 -0.68 -20.44
F 12.16 -3.42 -22.37
H 11.45 -2.54 -19.61
H 10.70 -2.15 -21.18
H 13.49 -3.13 -20.80
C 11.07 3.57 -22.22
C 10.43 4.40 -21.17
O 8.99 4.25 -21.41
C 8.81 3.56 -22.55
O 7.70 3.39 -23.05
O 9.95 3.01 -22.93
F 10.71 5.65 -21.41
H 11.59 2.71 -21.81
H 11.80 4.02 -22.89
H 10.76 4.22 -20.14
C 12.24 3.40 -13.49
C 12.90 4.39 -14.45
O 11.90 4.42 -15.51
C 11.00 3.56 -15.28
O 10.01 3.47 -16.00
O 11.29 2.76 -14.28
F 14.03 3.93 -14.89
H 11.83 3.92 -12.62
H 12.93 2.63 -13.13
H 13.08 5.40 -14.08
*
```

Properties
orbital gap = 8.22 eV
F_max = 6.613 eV Å⁻¹
highest occupied orbital energy = -8.79 eV
E_LUMO = -0.0208 hartree

Mulliken population analysis, charges in e, atoms 1 to 6: atom 1 (N): 0.6841, atom 2 (H): 0.0768, atom 3 (H): 0.2113, atom 4 (H): 0.4421, atom 5 (H): -0.3456, atom 6 (N): 0.6462

(3)
Entry from the Open Molecules 2025 dataset: one molecule with the formula C5H11NO (the ωB97M-V functional and the def2-TZVPD basis).

ORCA input file:
```
! wB97M-V def2-TZVPD RIJCOSX def2/J DEFGRID3
* xyz 0 1
C -1.94 -0.28 -1.41
C -1.26 -0.56 -0.10
C -0.27 -1.64 0.12
N 0.15 -0.26 -0.02
C 0.68 0.50 1.12
C 1.70 1.48 0.55
O 2.70 0.78 -0.14
H -2.21 0.78 -1.48
H -2.86 -0.87 -1.52
H -1.27 -0.52 -2.24
H -1.85 -0.30 0.79
H 0.02 -2.29 -0.70
H -0.22 -2.09 1.10
H -0.12 1.03 1.65
H 1.18 -0.17 1.83
H 1.17 2.18 -0.12
H 2.18 2.06 1.34
H 2.22 0.18 -0.73
*
```

Properties
orbital gap = 10.43 eV
F_max = 0.391 eV Å⁻¹
highest occupied orbital energy = -9.33 eV
SMILES = C[C@H]1CN1CCO
E_LUMO = 0.0405 hartree

natural (NBO) population analysis, charges in e, atoms 1 to 6: atom 1 (C): -0.6135, atom 2 (C): -0.0655, atom 3 (C): -0.2474, atom 4 (N): -0.4510, atom 5 (C): -0.2505, atom 6 (C): -0.0593

(4)
Entry from the Open Molecules 2025 dataset: C18H29N2O6P2Pd as an isolated structure at a distorted geometry (the ωB97M-V functional and the def2-TZVPD basis).

ORCA input file:
```
! wB97M-V def2-TZVPD RIJCOSX def2/J DEFGRID3
* xyz 1 5
C -2.20 2.11 -4.05
C -1.37 1.27 -3.24
N -1.82 0.91 -1.96
C -3.08 1.21 -1.61
C -3.96 1.85 -2.47
C -3.53 2.30 -3.70
C -0.10 0.81 -3.60
P 0.75 -0.30 -2.60
Pd -0.36 0.32 -0.64
P -2.47 0.46 1.05
C -3.66 0.71 -0.28
O 1.52 4.85 -3.74
O 4.43 3.46 -0.41
H -1.76 2.55 -4.96
H -5.00 1.89 -2.18
H -4.21 2.82 -4.37
C 0.32 -2.00 -3.00
C 2.56 -0.14 -2.46
H -4.41 1.40 0.13
H -4.14 -0.27 -0.43
H 1.80 3.89 -3.81
H 0.23 1.07 -4.60
C -2.90 -0.72 2.38
C -2.09 2.05 1.86
H 0.08 1.83 0.38
H 3.77 3.37 0.38
H 3.73 3.42 -1.03
H 0.81 4.89 -3.03
H -1.52 -0.55 0.47
H -0.64 2.07 0.25
H 0.95 -2.24 -3.87
H 0.49 -2.63 -2.11
H -0.74 -1.95 -3.25
H 2.98 -0.06 -3.47
H 2.90 0.75 -1.92
H 2.93 -1.03 -1.94
H -2.91 2.42 2.52
H -1.14 1.84 2.40
H -1.97 2.83 1.10
H -3.78 -0.32 2.91
H -3.09 -1.70 1.89
H -2.02 -0.75 3.06
O 0.38 -2.25 0.21
C 1.04 -1.55 1.02
O 1.13 -0.26 0.92
C 1.70 -2.19 2.22
C 2.31 -1.41 3.22
C 2.80 -2.01 4.37
C 2.72 -3.41 4.50
C 2.13 -4.20 3.50
C 1.63 -3.59 2.35
N 3.16 -4.01 5.71
O 3.67 -3.31 6.61
O 3.07 -5.26 5.80
H 2.37 -0.33 3.09
H 3.24 -1.43 5.17
H 2.08 -5.28 3.66
H 1.17 -4.16 1.55
*
```

Properties
orbital gap (spin up / spin down) = 3.39 / 4.82 eV
F_max = 7.159 eV Å⁻¹
highest occupied orbital energy (spin up / spin down) = -7.19 / -10.88 eV
E_LUMO (spin up / spin down) = -0.1396 / -0.2226 hartree
<S²> = 6.085

Mulliken population analysis, charges in e, atoms 1 to 6: atom 1 (C): -0.9334, atom 2 (C): 0.9896, atom 3 (N): 0.2464, atom 4 (C): 0.5848, atom 5 (C): -0.6977, atom 6 (C): -0.5126